DFT (ωB97M-V/def2-TZVPD) results for a molecular structure, C21H25BCo2NO6 in a non-equilibrium geometry.

```
56
Properties=species:S:1:pos:R:3:nbo_charge:R:1
O -2.0579 4.4879 1.3711 -0.495
C -1.1931 3.7272 1.3100 0.508
Co 0.1339 2.5817 1.0928 -0.068
C -0.4740 1.4485 2.2971 0.623
O -0.9572 0.7225 3.0602 -0.516
C 0.1227 1.6961 -0.4777 0.478
O 0.2174 1.2450 -1.5392 -0.520
C 1.9174 2.3463 1.8548 -0.457
C 2.6417 1.3902 1.1342 -0.129
C 2.8111 0.0406 1.1119 -0.197
C 3.9983 -0.5483 0.5205 0.016
C 4.3783 -1.8756 0.8516 -0.204
C 5.4537 -2.4896 0.2208 -0.214
C 6.1793 -1.8076 -0.7712 -0.198
C 5.8611 -0.4759 -1.0603 -0.201
C 4.8412 0.1700 -0.3650 -0.209
Co 2.5771 3.0169 0.3183 0.050
C 1.1614 4.0552 -0.2912 0.471
O 0.6675 4.8963 -0.9267 -0.492
C 2.8810 2.5387 -1.3593 0.578
O 3.0610 2.2812 -2.4755 -0.469
C 3.8405 4.2629 0.4862 0.592
O 4.6185 5.1121 0.5672 -0.464
H 2.0912 2.5801 2.9054 0.216
H 2.1335 -0.6104 1.6773 0.220
H 3.7895 -2.3758 1.6234 0.214
H 5.7273 -3.5017 0.5162 0.218
H 6.9812 -2.3212 -1.3067 0.218
H 6.4135 0.0664 -1.8267 0.218
H 4.6588 1.2327 -0.5361 0.212
C -4.0703 -1.8557 -2.6819 -0.640
C -3.9798 -2.2760 -1.2289 -0.199
N -3.1815 -1.2918 -0.3596 -0.381
C -3.8579 0.0470 -0.5333 -0.204
C -3.1801 1.1741 0.2110 -0.630
C -3.3577 -1.7295 1.0982 -0.204
C -3.0649 -3.2027 1.3101 -0.645
B -1.5887 -1.2765 -0.7295 -0.232
H -0.6795 -0.8582 0.1159 -0.045
H -4.4529 -2.7135 -3.2398 0.224
H -4.7794 -1.0365 -2.8350 0.205
H -3.1036 -1.5869 -3.1167 0.248
H -4.9834 -2.3194 -0.7815 0.191
H -3.4992 -3.2553 -1.1336 0.229
H -3.9114 0.2653 -1.6077 0.225
H -4.8798 -0.0929 -0.1621 0.185
H -3.8714 2.0207 0.2899 0.227
H -2.8760 0.9335 1.2373 0.212
H -2.2977 1.5001 -0.3530 0.229
H -2.7161 -1.0848 1.7184 0.229
H -4.4088 -1.5215 1.3349 0.189
H -2.7923 -3.3308 2.3609 0.227
H -3.9617 -3.8161 1.1598 0.207
H -2.2474 -3.5857 0.6908 0.245
H -1.2500 -2.4231 -1.0086 -0.046
H -1.4846 -0.5761 -1.7391 -0.046
```

Charge ... 0
Gap between HOMO and LUMO (alpha / beta) ... 7.6 / 5.9 eV
HOMO energy (alpha / beta) ... -7.84 / -7.92 eV
Relative energy (zero: lowest compared OMol25 entry of this formula, charge and spin) ... 0.0 kcal/mol
Multiplicity ... 2

DFT (ωB97M-V/def2-TZVPD) results for C4H7NO in the gas phase in a non-equilibrium geometry.

```
13
Properties=species:S:1:pos:R:3:nbo_charge:R:1
C -0.3003 -0.2791 1.4247 -0.606
C 0.1305 0.4985 0.1681 -0.315
C 1.3306 -0.1544 -0.4679 0.018
N 1.1245 -0.7931 -1.5430 -0.083
O -0.2578 -0.7590 -1.8192 -0.382
C -0.8228 0.3268 -1.0045 -0.096
H -0.4055 -1.3396 1.1590 0.217
H 0.4322 -0.2007 2.2267 0.214
H -1.2437 0.0633 1.8473 0.215
H 0.3783 1.5502 0.4277 0.226
H 2.3256 -0.1438 -0.0157 0.208
H -0.8766 1.2087 -1.6478 0.186
H -1.8150 0.0221 -0.7553 0.199
```

Structure (SMILES) ... C[C@H]1C=NOC1
Charge ... 0
Gap between HOMO and LUMO ... 10.4 eV
HOMO energy ... -9.49 eV
Relative energy (zero: lowest compared OMol25 entry of this formula, charge and spin) ... 57.1 kcal/mol
Multiplicity ... 1

DFT (ωB97M-V/def2-TZVPD) results for a molecular structure, C3H3F2N in a non-equilibrium geometry.

```
9
Properties=species:S:1:pos:R:3:nbo_charge:R:1
C 0.2234 -0.0371 1.1751 0.027
C 0.5920 0.0765 -0.8108 -0.310
C -0.7615 0.1149 0.0259 0.637
N 1.2675 0.1029 0.5160 -0.311
F -1.6110 1.2078 -0.2084 -0.326
F -1.5535 -1.0478 -0.1216 -0.352
H 0.0527 -0.3509 2.1391 0.196
H 0.8884 -0.9346 -1.1855 0.222
H 0.9021 0.8682 -1.5299 0.216
```

Charge ... 0
Gap between HOMO and LUMO ... 11.7 eV
HOMO energy ... -10.84 eV
Relative energy (zero: lowest compared OMol25 entry of this formula, charge and spin) ... 40.3 kcal/mol
Multiplicity ... 1

DFT (ωB97M-V/def2-TZVPD) results for 5 unconnected molecules or ions with the total composition C15H15F5O15 in a non-equilibrium geometry.

```
50
Properties=species:S:1:pos:R:3:nbo_charge:R:1
O -0.4519 3.2039 -2.8223 -0.588
C -1.2060 3.2621 -1.8944 0.977
O -2.4990 2.8863 -1.9697 -0.475
C -3.1400 3.0545 -0.7242 -0.126
C -2.0272 3.5954 0.1798 0.440
F -1.7449 2.7204 1.1552 -0.331
O -0.7903 3.6005 -0.6628 -0.474
H -3.9700 3.7185 -0.8198 0.196
H -3.4908 2.1302 -0.3319 0.218
H -2.2888 4.6455 0.5204 0.168
O 4.2072 -2.0725 1.1581 -0.582
C 3.8391 -3.0818 1.7227 0.982
O 3.4677 -4.2506 1.1426 -0.484
C 2.6796 -4.9534 2.0275 -0.135
C 3.0821 -4.4214 3.3678 0.434
F 4.1195 -5.1645 3.9022 -0.349
O 3.5928 -3.1667 3.0014 -0.474
H 1.6021 -4.6739 1.9046 0.207
H 2.8723 -6.0658 2.0233 0.225
H 2.3805 -4.2747 4.1252 0.177
O -1.2495 1.6496 -7.4005 -0.561
C -1.2032 1.2405 -6.2857 0.966
O -2.2702 1.1306 -5.4934 -0.460
C -1.8498 0.5647 -4.3127 -0.139
C -0.3830 0.1743 -4.4770 0.430
F -0.3562 -1.2189 -4.6446 -0.366
O -0.0106 0.8275 -5.6643 -0.486
H -1.9610 1.2549 -3.5022 0.225
H -2.4745 -0.3364 -4.1977 0.207
H 0.2828 0.4845 -3.6485 0.178
O 0.5359 -0.0170 2.1492 -0.561
C -0.0743 0.6476 2.9068 0.988
O -1.3635 0.5837 3.2798 -0.473
C -1.6740 1.6217 4.1785 -0.123
C -0.3279 2.0296 4.6778 0.428
F 0.0132 1.2520 5.7564 -0.347
O 0.5451 1.6781 3.6394 -0.496
H -2.1371 2.4633 3.6411 0.196
H -2.2866 1.4086 5.0185 0.219
H -0.1779 3.0448 4.8503 0.170
O -1.3525 0.3261 -1.2228 -0.614
C -0.3752 -0.2586 -0.9484 0.989
O 0.8395 0.1919 -0.8512 -0.468
C 1.8029 -0.8525 -0.7318 -0.139
C 0.9301 -2.0821 -0.6425 0.428
F 0.9347 -2.5933 0.6442 -0.355
O -0.3815 -1.6361 -0.9673 -0.494
H 2.4102 -0.7695 -1.6233 0.217
H 2.2402 -0.5910 0.2265 0.260
H 1.1400 -2.9106 -1.3605 0.178
```

Structure (SMILES) ... O=C1OC[C@@H](F)O1.O=C1OC[C@@H](F)O1.O=C1OC[C@@H](F)O1.O=C1OC[C@@H](F)O1.O=C1OC[C@@H](F)O1
Charge ... 0
Gap between HOMO and LUMO ... 11.0 eV
HOMO energy ... -10.87 eV
Relative energy (zero: lowest compared OMol25 entry of this formula, charge and spin) ... 19.9 kcal/mol
Multiplicity ... 1

DFT (ωB97M-V/def2-TZVPD) results for a molecular structure, C9H19AgBrNO in a non-equilibrium geometry.

```
32
Properties=species:S:1:pos:R:3:nbo_charge:R:1
Ag 11.5024 16.3015 -6.9043 0.804
Br 9.3242 17.6251 -6.4057 -0.795
C 2.9137 18.4205 -10.5373 -0.614
C 4.1931 18.9763 -9.9248 0.081
C 3.9699 19.3433 -8.4524 -0.413
C 4.0503 18.1566 -7.4857 -0.407
C 5.3621 17.3981 -7.6512 -0.412
C 5.5624 16.8965 -9.0987 0.075
N 5.2775 17.9863 -10.0227 0.285
O 5.5617 17.6829 -11.3130 -0.505
C 7.0216 16.4961 -9.2471 -0.631
C 4.6505 15.6938 -9.3838 -0.602
C 4.6407 20.2409 -10.6747 -0.620
H 2.1638 19.2093 -10.5573 0.249
H 3.0376 18.0378 -11.5500 0.239
H 2.4931 17.6064 -9.9451 0.224
H 4.6541 20.1406 -8.1601 0.226
H 2.9603 19.7522 -8.3901 0.238
H 3.9235 18.5317 -6.4716 0.247
H 3.2111 17.4784 -7.6658 0.204
H 5.3589 16.5146 -7.0143 0.242
H 6.2182 18.0145 -7.3729 0.236
H 7.3302 16.3233 -10.2823 0.218
H 7.2168 15.5308 -8.7855 0.250
H 7.6631 17.2531 -8.8017 0.253
H 4.7337 15.3410 -10.4105 0.237
H 3.6013 15.9069 -9.1851 0.221
H 4.9471 14.9035 -8.6982 0.247
H 3.8986 21.0226 -10.5155 0.248
H 5.5953 20.6277 -10.3159 0.228
H 4.6952 20.0875 -11.7534 0.231
H 6.4223 18.0783 -11.5275 0.516
```

Charge ... +1
Gap between HOMO and LUMO (alpha / beta) ... 7.9 / 5.3 eV
HOMO energy (alpha / beta) ... -11.75 / -11.75 eV
Multiplicity ... 2